58
Properties=species:S:1:pos:R:3 method="wB97M-V/def2-TZVPD" smiles="C=CCNC(=O)[C@@H]1CC(=O)N(c2ccc(OCC(=O)Nc3c(C)cccc3C)cc2)C1"
O -3.074 -1.332 -2.483
O 1.848 1.852 3.738
O -0.546 3.058 1.413
O -0.530 -1.314 -5.948
N -0.414 1.578 3.645
N 1.620 -1.830 -5.501
N -0.796 -1.121 -2.260
C -1.947 -1.645 -2.780
C -1.714 -0.052 6.674
C -0.614 0.597 4.646
C 0.580 3.244 2.237
C -0.530 2.009 0.528
C 0.930 -0.981 3.432
C -1.061 -1.271 6.634
C 2.194 -1.069 -6.594
C -2.193 2.225 5.730
C 0.419 0.078 -0.538
C 0.516 1.110 0.381
C 0.031 -0.638 4.577
C -1.669 1.858 -0.261
C 0.295 -1.839 -5.237
C -1.565 -2.720 -3.782
C 0.759 2.138 3.291
C -0.716 -0.078 -1.327
C -1.762 0.835 -1.178
C 2.821 1.322 -6.287
C -1.499 0.896 5.687
C 0.395 -1.806 -2.713
C -0.200 -1.558 5.592
C 3.063 0.042 -6.081
C -0.055 -2.603 -3.951
H 1.970 1.648 -6.860
H -2.650 0.730 -1.776
H 0.451 -0.739 2.484
H -2.392 0.171 7.485
H 3.465 2.094 -5.900
H -2.898 2.321 4.903
H 2.262 -2.264 -4.856
H -1.878 -3.693 -3.402
H 2.782 -1.743 -7.229
H -1.471 3.038 5.656
H 1.852 -0.403 3.500
H 1.413 1.189 0.975
H 0.405 4.190 2.760
H 1.505 3.340 1.657
H -1.250 2.010 3.270
H 0.299 -2.515 5.556
H 1.246 -0.610 -0.616
H 3.921 -0.273 -5.499
H -2.475 2.564 -0.145
H 0.436 -3.578 -3.989
H 1.178 -1.077 -2.948
H 0.766 -2.484 -1.932
H -1.229 -1.999 7.413
H 1.356 -0.671 -7.170
H 1.178 -2.039 3.445
H -2.745 2.335 6.659
H -2.086 -2.529 -4.721

---

63
Properties=species:S:1:pos:R:3 method="wB97M-V/def2-TZVPD" charge=+2
W -0.315 0.644 0.897
S -2.165 -0.881 1.662
O 1.439 1.335 1.646
O -4.637 4.989 -0.305
O -0.787 2.501 1.224
O -1.946 0.987 -0.279
O -2.339 5.192 1.611
O -4.490 2.281 -1.571
N 3.653 -1.610 -1.128
N 1.224 -2.161 3.912
N -0.968 -2.138 -0.426
N -2.589 -3.279 0.669
N 4.929 1.317 2.135
N -0.231 0.473 5.217
N -0.333 -0.931 -0.588
N 0.493 1.504 -0.991
N 0.593 -1.172 2.066
N -0.642 0.875 3.108
N 1.912 0.480 0.768
C 0.199 -0.724 -1.759
C 1.626 -2.965 2.873
C -1.863 -2.167 0.517
C -0.386 -2.338 -5.084
C -2.597 4.290 0.871
C -2.514 2.160 -0.169
C 0.857 -2.946 -2.669
C -1.896 3.013 0.674
C -3.812 4.165 -0.107
C 0.874 2.776 -1.116
C 0.610 -1.091 3.387
C 4.153 0.839 1.439
C 1.380 1.009 -3.144
C 3.153 0.207 0.633
C 1.231 -2.344 1.730
C -0.403 -1.414 -4.051
C -0.052 0.046 3.961
C 3.473 -0.792 -0.344
C -1.210 1.883 3.854
C 1.503 3.233 -2.265
C 0.215 -1.721 -2.838
C 0.272 -3.549 -4.919
C 0.721 0.626 -1.992
C -3.741 2.750 -0.774
C 1.771 2.337 -3.283
C -0.966 1.633 5.167
C 0.898 -3.849 -3.716
H -2.544 -3.985 -0.049
H 0.694 3.426 -0.270
H 2.283 2.660 -4.179
H -1.240 2.177 6.053
H 0.118 0.044 6.060
H 2.145 -3.893 3.035
H -1.737 2.712 3.419
H 1.341 -3.183 -1.731
H -0.925 -0.474 -4.177
H -0.885 -2.111 -6.016
H 1.584 0.279 -3.914
H -3.346 -3.319 1.329
H 1.788 4.273 -2.335
H 1.345 -2.666 0.710
H 1.366 -2.363 4.890
H 1.416 -4.790 -3.593
H 0.299 -4.261 -5.732

---

The following is a DFT calculation (the ωB97M-V functional and the def2-TZVPD basis) of a structure of composition C34H38As2Br4CaIN7O12.

```
99
C34H38As2Br4CaIN7O12 | OMol25 | the ωB97M-V functional and the def2-TZVPD basis
I -3.802 1.687 3.947
Br 0.530 3.757 2.751
Br 3.784 5.178 -1.750
Br 2.712 2.409 -3.269
Br 2.681 5.869 1.300
As 1.820 -2.336 -1.055
As 2.724 -6.213 -0.909
Ca -0.447 -0.356 -0.217
O 5.032 -2.887 -0.766
O 0.426 -3.528 1.247
O -1.535 -1.181 1.778
O 2.330 -0.531 1.109
O -0.066 -5.586 0.806
O 1.425 -3.332 -4.720
O -0.060 1.437 0.986
O 2.201 -6.933 -3.714
O 0.165 -5.995 -3.896
O 5.005 -3.878 1.184
O 0.863 0.856 -1.509
O 0.058 -2.265 -3.266
N -2.220 -1.178 3.913
N -2.208 1.288 -1.236
N -4.087 -1.138 -3.058
N -5.172 -2.988 -3.859
N -2.128 -3.523 -0.498
N -2.448 -1.420 -1.383
N -3.677 -3.305 -2.158
C -0.389 -1.326 -4.267
C -2.449 0.856 2.533
C 3.385 0.438 1.196
C 2.111 4.313 0.393
C 3.058 -1.337 -2.182
C 1.743 -5.135 -2.308
C 1.255 1.950 -0.924
C -3.045 2.910 -3.320
C 4.518 -5.827 -1.588
C 2.243 -4.717 0.324
C 0.773 2.257 0.405
C 1.259 -6.022 -3.403
C 4.381 -3.436 0.076
C -2.897 0.783 -2.263
C -1.956 2.593 -1.223
C 0.987 -3.176 -3.613
C 4.262 -0.091 2.315
C 1.535 -3.823 -2.375
C 1.210 3.431 1.011
C 1.964 -0.844 2.459
C -3.338 1.554 -3.328
C 2.889 -3.557 0.043
C 2.572 4.024 -0.876
C 4.319 -4.235 2.389
C 0.219 -6.971 0.604
C 1.836 -7.862 -4.748
C 0.808 -4.576 0.772
C -3.165 -0.683 -2.230
C -4.282 -2.472 -2.999
C -2.059 -0.588 2.725
C -2.351 3.442 -2.248
C 3.222 -0.616 3.319
C -2.775 -2.732 -1.362
C 2.133 2.855 -1.523
H 3.869 0.496 0.223
H 2.964 1.419 1.437
H -0.160 -0.328 -3.892
H 5.266 -5.960 -0.808
H 1.159 -7.256 1.071
H -0.604 -7.496 1.082
H 4.900 -0.895 1.941
H -2.104 4.493 -2.198
H 0.124 -1.511 -5.205
H 1.596 -1.872 2.461
H 2.407 -0.829 -2.894
H -3.357 3.540 -4.143
H 4.905 0.677 2.742
H -2.667 -0.701 4.676
H -3.890 1.094 -4.134
H 0.917 -8.379 -4.480
H 4.652 -6.601 -2.344
H 0.237 -7.215 -0.457
H -1.534 1.453 2.538
H 3.557 -1.524 3.821
H -1.463 -1.454 -4.390
H -5.364 -3.972 -3.837
H -2.893 0.962 1.548
H 2.664 -8.559 -4.826
H 4.609 -4.849 -2.046
H 1.152 -0.172 2.759
H 5.077 -4.186 3.166
H -1.887 -2.120 4.017
H -1.563 -3.171 0.258
H 3.516 -3.533 2.606
H 3.912 -5.243 2.327
H 3.022 0.124 4.093
H 3.797 -1.969 -2.656
H 3.531 -0.562 -1.588
H -1.414 2.962 -0.363
H -5.668 -2.378 -4.481
H 1.690 -7.332 -5.687
H -2.372 -4.497 -0.490
```

---

93
Properties=species:S:1:pos:R:3 method="wB97M-V/def2-TZVPD" charge=+1
Ta -0.150 0.733 0.115
As 1.701 3.138 0.663
S 0.180 2.748 -1.042
S 1.521 4.984 1.559
S 3.571 2.687 -0.101
S 0.916 1.415 2.062
P 1.868 -1.299 0.101
P 0.622 -0.189 -2.474
P -2.675 1.684 0.312
P -2.107 -1.726 2.656
N -1.516 -0.708 -0.321
C -3.999 -3.727 2.798
C -2.894 1.022 -1.421
C 0.626 -0.186 6.032
C -4.875 0.064 0.964
C -6.271 2.113 2.206
C -2.085 3.933 1.661
C -2.572 3.488 0.430
C 0.750 -2.830 -3.498
C 1.119 -1.193 5.215
C -0.653 0.312 5.822
C 2.073 0.559 -3.304
C -3.121 -1.604 -1.597
C -1.566 -2.072 -0.010
C 0.348 -1.695 4.177
C -6.131 -0.175 1.495
C -4.583 -4.903 3.243
C 1.579 -4.684 -2.215
C -2.899 4.404 -0.562
C -6.825 0.845 2.131
C -0.937 -1.207 3.961
C 1.044 -4.180 -3.391
C -4.001 -5.608 4.287
C -1.014 -2.532 1.317
C 3.526 -0.669 -0.354
C -2.828 -3.249 3.386
C -2.741 5.759 -0.315
C -2.273 6.200 0.913
C 1.532 -2.485 -1.241
C -1.947 5.287 1.907
C 2.343 -2.325 1.542
C -2.260 -3.954 4.445
C 0.987 -1.976 -2.426
C -0.612 -0.015 -3.812
C -2.527 -2.639 -0.810
C -4.308 1.336 1.053
C -2.511 -0.429 -1.259
C -5.017 2.365 1.670
C -1.432 -0.202 4.797
C -2.845 -5.131 4.887
C 1.829 -3.839 -1.144
H -1.819 3.207 2.425
H -2.244 1.594 -2.091
H 2.023 0.338 -4.370
H -0.185 -0.358 -4.752
H 2.116 -1.582 5.382
H -2.395 -5.683 5.703
H 2.379 -1.680 2.421
H -4.608 3.364 1.723
H 4.042 -1.434 -0.936
H -2.148 7.259 1.097
H -7.799 0.654 2.563
H 3.339 -2.732 1.372
H -4.445 -3.174 1.978
H 0.746 -2.477 3.540
H 0.342 -2.448 -4.423
H 1.639 -3.135 1.723
H -4.346 -0.735 0.469
H -1.035 1.112 6.443
H -1.560 5.628 2.857
H -6.818 2.913 2.686
H -1.064 -3.614 1.416
H -1.361 -3.586 4.922
H -3.925 -1.733 -2.304
H -2.991 6.475 -1.087
H 4.077 -0.467 0.564
H 2.048 1.640 -3.158
H -2.442 0.163 4.633
H 2.270 -4.247 -0.244
H -5.489 -5.276 2.783
H 0.860 -4.838 -4.230
H -6.570 -1.162 1.413
H 3.486 0.266 -0.901
H -2.806 -3.680 -0.838
H 0.004 -2.185 1.494
H 1.808 -5.738 -2.132
H -1.510 -0.578 -3.573
H 3.007 0.176 -2.905
H -3.260 4.064 -1.526
H -0.862 1.041 -3.922
H 1.235 0.208 6.835
H -4.447 -6.529 4.639
H -3.925 1.118 -1.760

---

10
Properties=species:S:1:pos:R:3 method="wB97M-V/def2-TZVPD" charge=+2 multiplicity=2 s_squared=0.753
Sr 0.477 1.001 -0.571
O -1.496 0.429 -1.587
O 0.163 -0.279 1.358
C -0.913 -0.254 2.387
C 0.502 -0.188 2.758
Li -2.281 -0.785 -2.755
H -1.441 -1.201 2.495
H -1.517 0.647 2.497
H 0.929 0.771 3.055
H 1.006 -1.092 3.099

---

The following is a DFT calculation (the ωB97M-V functional and the def2-TZVPD basis) of the molecule C4H10NO3P.

```
19
C4H10NO3P | OMol25 | the ωB97M-V functional and the def2-TZVPD basis
P 0.819 0.207 -0.710
O -0.321 1.078 -1.564
O -1.366 -1.133 0.300
O 1.014 -1.194 -1.151
N -0.619 -0.783 1.204
C 0.414 -0.016 0.996
C -1.477 0.340 -2.063
C 2.174 1.394 -0.763
C -0.920 -1.385 2.482
H -0.426 -2.368 2.624
H 1.695 2.307 -1.168
H -0.420 -0.705 3.258
H 3.031 1.184 -1.385
H -1.790 -0.512 -1.423
H 0.957 0.370 1.899
H -1.975 -1.428 2.460
H -1.148 -0.047 -3.083
H 2.630 1.596 0.310
H -2.273 1.096 -2.223
```

---

The E results, record by record, are as follows: -1396.02013, -2557.58668, -18347.66484, -6855.06701, -266.71037, -780.17569 hartree.
The relative energy (zero: lowest compared OMol25 entry of this formula, charge and spin) results, record by record, are as follows: 83.0, 7.5, 66.5, 188.6, 0.0, 257.5 kJ/mol.
The largest force on an atom results, record by record, are as follows: 0.67, 0.75, 0.42, 1.77, 0.98, 3.31 eV/Å.